Entry 1:
The following is a quantum chemistry calculation of a structure of composition C4H13N2, from the Open Molecules 2025 dataset.

Structure (XYZ):
```
19
Properties=species:S:1:pos:R:3:forces:R:3:mulliken_charge:R:1
C 4.1136 -0.9349 -1.0583 -0.5 1.6 -2.2 -0.4398
N -2.2022 0.6591 -0.6184 -1.4 -1.8 -1.4 -0.2473
C -3.5505 0.4210 -0.1138 0.8 2.6 0.4 -0.5942
C 3.0220 -0.3191 -1.6062 -0.5 -2.4 1.7 -0.4369
N -0.6326 -0.4686 0.8796 -0.1 2.0 1.0 -0.3341
C 0.2270 0.2681 1.7838 1.0 1.2 -1.6 -0.7136
H 5.1947 -0.5932 -1.1991 -1.8 -0.4 0.4 0.2380
H 3.9157 -1.9306 -0.7064 0.3 -0.2 0.6 0.2463
H -2.0354 1.3899 -1.3692 -0.5 -0.2 1.7 0.2759
H -4.1429 1.3665 -0.1086 0.3 -0.6 0.4 0.3282
H -3.5224 -0.0719 0.8653 0.0 0.2 -0.3 0.2576
H -4.1609 -0.2169 -0.7435 0.3 -0.6 -0.9 0.3281
H 2.9044 0.5863 -2.1578 0.6 0.6 -0.2 0.2804
H 2.0020 -0.8398 -1.4373 1.7 0.7 -0.4 0.1141
H -1.2320 0.1261 0.1502 0.7 -0.2 -0.9 0.3698
H -1.3432 -0.9221 1.4186 -0.4 -1.0 0.6 0.3326
H -0.3444 1.0270 2.3685 0.2 -0.5 -0.1 0.3163
H 1.0137 0.8030 1.1917 -0.8 -0.3 0.4 0.3183
H 0.7732 -0.3501 2.4608 0.0 -0.8 0.7 0.3603
```
Forces are in eV/Å.

Calculated values
Kohn-Sham gap: 0.12606 Eh
Strongest force on any atom: 2.97 eV/Å
Total charge: +1
Energy relative to the best compared isomer or geometry (same formula, charge and spin): 820.99 kJ/mol

Entry 2:
The following is a quantum chemistry calculation of a cluster of 2 separate species, C4H13N2O in total, from the Open Molecules 2025 dataset.

Structure (XYZ):
```
20
Properties=species:S:1:pos:R:3:forces:R:3:mulliken_charge:R:1
C -1.6447 1.0404 0.2866 -1.5 -1.3 1.8 -0.8869
C -1.3305 -0.2265 -0.5584 1.2 2.0 -1.6 -0.6847
C 0.1226 -0.2628 -0.8863 0.7 1.7 -2.8 -0.3351
C 0.7727 0.2829 -1.9409 -3.5 -1.7 -1.0 0.0246
N 2.0293 0.8474 -1.9591 0.5 -0.6 0.5 -0.5611
N 0.9831 -0.8348 0.1066 -0.7 -2.1 1.7 -0.1562
H -2.6307 0.8011 0.8030 1.3 0.1 -0.1 0.2957
H -0.8564 1.1990 1.0864 -0.9 0.0 -1.0 0.2733
H -1.9485 1.9632 -0.1671 0.7 0.4 -0.9 0.3487
H -1.9216 -0.4174 -1.4629 -0.1 0.3 0.5 0.4227
H -1.3307 -1.0247 0.0693 -1.6 -2.6 1.9 0.3231
H 0.1357 0.1870 -2.9301 1.1 1.3 2.0 0.2818
H 2.0039 1.3873 -2.7711 0.4 1.6 -1.4 0.3059
H 2.8366 0.2754 -2.1143 0.5 -0.8 0.3 0.2492
H 1.2528 -1.7677 -0.2786 0.4 0.8 0.6 0.3901
H 0.5066 -1.0568 1.0114 0.3 0.5 -0.4 0.3225
H 1.7751 -0.2619 0.3082 1.2 0.5 0.1 0.3710
H 0.2910 -0.3862 4.2189 0.6 0.2 0.4 0.3258
H -0.9760 -0.7984 3.6404 -2.5 0.1 0.1 0.3141
O -0.0702 -0.9465 3.5379 1.9 -0.3 -0.8 -0.6245
```
Forces are in eV/Å.

Calculated values
Kohn-Sham gap: 0.35681 Eh
Strongest force on any atom: 3.99 eV/Å
Total charge: +1
Energy relative to the best compared isomer or geometry (same formula, charge and spin): 327.33 kJ/mol

Entry 3:
The following is a quantum chemistry calculation of a cluster of 2 separate species, C4H13N2O in total, from the Open Molecules 2025 dataset.

Structure (XYZ):
```
20
Properties=species:S:1:pos:R:3:forces:R:3:mulliken_charge:R:1
C -2.1044 -0.2834 0.3222 0.7 1.4 0.0 -0.9422
C -0.2742 1.9483 2.8425 -1.2 1.1 0.0 -0.8567
C 1.0387 -1.7433 -2.4551 -1.5 -0.9 -1.1 -0.8102
C -0.8353 0.4076 0.7480 -4.0 3.6 4.6 0.6983
N -1.3183 1.5443 1.9129 1.3 -3.6 -3.0 -0.3729
N 1.6849 -0.9011 -1.4122 0.0 -1.2 0.5 -0.2401
O 0.3059 0.1618 0.5424 1.3 -0.4 -0.1 -0.6737
H -2.0458 -1.2953 0.6394 0.2 -1.1 -0.2 0.3066
H -2.0736 -0.1366 -0.7502 -0.8 -0.5 -0.4 0.3018
H -2.9838 0.1323 0.8422 0.6 0.1 -0.6 0.3187
H 0.5778 1.2995 2.9265 0.3 -0.2 -0.5 0.2688
H -0.0839 2.9593 2.6037 1.5 1.1 -0.4 0.3259
H -0.6677 2.1067 3.8380 -0.5 -0.7 0.4 0.3157
H 0.4116 -2.5842 -2.0021 1.3 1.1 -0.7 0.3168
H 0.4118 -1.2062 -3.2093 0.0 0.4 1.5 0.3179
H 1.8056 -2.0329 -3.1803 0.2 -0.8 0.8 0.3859
H -1.8320 2.3113 1.4450 0.5 -0.7 0.4 0.2647
H 2.3881 -1.4373 -0.9457 0.5 -1.5 0.5 0.4151
H 2.3440 -0.3378 -1.9124 -0.3 2.0 0.0 0.3469
H 1.1320 -0.5984 -0.5059 -0.2 1.0 -1.6 0.3127
```
Forces are in eV/Å.

Calculated values
Kohn-Sham gap: 0.33291 Eh
Strongest force on any atom: 7.08 eV/Å
Total charge: +1
Energy relative to the best compared isomer or geometry (same formula, charge and spin): 320.38 kJ/mol

Entry 4:
The following is a quantum chemistry calculation of the ion C4H13N2O with charge +1, from the Open Molecules 2025 dataset.

Structure (XYZ):
```
20
Properties=species:S:1:pos:R:3:forces:R:3:mulliken_charge:R:1
C -1.5269 0.2381 1.5948 4.2 -0.5 -1.5 -0.6305
O -0.8231 -0.1438 2.7605 -0.8 -1.7 -0.8 -0.5071
C -0.2154 0.1694 0.4618 -1.4 2.7 3.3 -0.0737
C -0.7417 0.3138 -0.8869 2.3 0.7 -2.0 -0.9103
C 0.5187 0.1437 -1.9283 -2.0 1.6 -1.5 -0.4812
N 1.8656 0.1571 -1.3848 0.1 2.9 2.7 -0.5622
N 0.5484 -1.1146 0.6155 -0.6 -0.3 1.4 -0.1797
H -2.2263 -0.5129 1.2608 -0.5 -0.1 0.2 0.3413
H -1.9183 1.2569 1.6948 0.0 -0.4 -0.5 0.4142
H -0.8223 0.5883 3.3234 0.1 1.5 1.7 0.3127
H 0.4923 1.0705 0.7922 -1.4 -2.2 -0.8 0.2282
H -1.4848 -0.3991 -1.1617 -0.6 -0.9 0.0 0.4097
H -1.2507 1.2951 -0.9795 0.6 -0.4 -0.1 0.4069
H 0.3962 -0.8463 -2.4964 0.1 1.8 0.5 0.3814
H 0.3526 1.1063 -2.5529 0.4 -2.1 0.1 0.2512
H 2.5067 -0.2502 -2.0042 1.0 -0.4 -1.0 0.2239
H 2.2378 1.1615 -1.1012 -1.1 -2.8 -1.1 0.2304
H 1.5272 -1.0141 0.2252 -1.0 0.1 -0.2 0.4027
H 0.0039 -1.8458 0.1374 0.6 0.1 0.0 0.3607
H 0.5601 -1.3738 1.6295 0.1 0.4 -0.6 0.3816
```
Forces are in eV/Å.

Calculated values
Kohn-Sham gap: 0.38347 Eh
Strongest force on any atom: 4.50 eV/Å
Total charge: +1
Energy relative to the best compared isomer or geometry (same formula, charge and spin): 266.11 kJ/mol

Entry 5:
The following is a quantum chemistry calculation of a cluster of 2 separate species, C4H13N2O in total, from the Open Molecules 2025 dataset.

Structure (XYZ):
```
20
Properties=species:S:1:pos:R:3:forces:R:3:mulliken_charge:R:1
C 2.4739 -1.4238 -1.4527 -1.1 2.0 1.2 -1.1339
C 1.1960 -0.5582 -1.2263 0.4 -1.4 -2.1 0.6231
O 0.3786 -0.7467 -0.3381 -0.1 0.2 0.5 -0.6112
N 0.9277 0.2477 -2.2868 -0.5 0.3 0.5 -0.3472
H 2.5519 -1.6376 -2.5103 0.2 -0.4 0.1 0.3794
H 2.3942 -2.2553 -0.7717 0.2 -0.5 -0.2 0.3157
H 0.0104 0.6295 -2.4411 -0.1 0.1 0.4 0.1933
H 1.6052 0.5278 -2.9598 0.5 -0.2 -0.3 0.2042
H 3.2820 -0.7725 -1.1132 0.4 -0.3 -0.2 0.3261
C -1.7107 0.9611 0.9379 0.6 0.4 1.7 -0.1772
C -0.6046 1.3157 1.9739 0.0 -0.3 -1.6 -1.1155
N -1.8822 -0.5584 1.0640 0.0 1.5 0.8 -0.2586
H -2.5799 1.5339 1.2594 -0.5 -0.7 -0.5 0.3824
H -1.4308 1.1935 -0.0797 0.0 -0.1 0.0 0.1764
H 0.3267 0.9517 1.5336 0.2 0.1 0.4 0.2994
H -0.7825 0.8063 2.9195 -0.1 0.3 0.2 0.3613
H -2.4299 -0.7805 1.8958 -0.4 0.0 -0.3 0.3358
H -2.2631 -0.9735 0.2178 0.2 -0.3 0.1 0.3277
H -0.9294 -0.8557 1.2953 0.0 -0.6 -0.9 0.3552
H -0.5335 2.3951 2.0826 -0.1 -0.1 0.2 0.3635
```
Forces are in eV/Å.

Calculated values
Kohn-Sham gap: 0.39822 Eh
Strongest force on any atom: 2.60 eV/Å
Total charge: +1
Energy relative to the best compared isomer or geometry (same formula, charge and spin): 72.68 kJ/mol

Entry 6:
The following is a quantum chemistry calculation of the ion C4H13N2O with charge +1, from the Open Molecules 2025 dataset.

Structure (XYZ):
```
20
Properties=species:S:1:pos:R:3:forces:R:3:mulliken_charge:R:1
C -1.3943 -1.7332 0.4893 1.9 -3.1 -0.5 -1.6221
C 0.5084 2.7744 -0.0683 -3.2 1.1 -0.6 -1.0900
C -0.3342 0.5120 0.4140 0.5 -2.6 -0.1 -0.9608
C -0.0850 -1.1444 -0.0737 -2.8 2.1 0.7 0.9436
N 1.1228 -1.7903 0.3459 -0.7 -0.5 -0.3 -0.6278
N 0.6783 1.3617 -0.2697 3.1 -0.6 -1.1 -0.2479
O -0.1173 -1.0746 -1.5011 -0.1 1.2 0.8 -0.5702
H -2.1731 -1.2340 0.0124 -1.6 0.7 -0.5 0.4730
H -1.3701 -1.6153 1.5477 -0.3 0.3 0.9 0.4429
H -1.5200 -2.8901 0.3282 0.4 2.1 0.0 0.3479
H 0.1940 3.0895 0.8775 -0.8 -0.5 1.9 0.4261
H 1.3575 3.2955 -0.1379 3.7 1.6 -0.9 0.4642
H -0.1977 3.2569 -0.7385 -0.2 -0.5 -0.3 0.3667
H -0.1929 0.5444 1.5399 -0.2 0.2 -1.5 0.4364
H -1.3741 0.8620 0.0851 1.6 -0.5 0.5 0.4141
H 0.8746 -2.6536 0.8823 0.5 1.1 -0.5 0.3217
H 1.3951 -2.0934 -0.5882 1.4 -0.5 0.8 0.3028
H 0.6353 1.1863 -1.3373 0.2 -0.2 2.1 0.4103
H 1.7632 1.2389 0.0340 -3.3 -0.8 -0.8 0.4453
H 0.2297 -1.8926 -1.8415 -0.1 -0.6 -0.6 0.3240
```
Forces are in eV/Å.

Calculated values
Kohn-Sham gap: 0.38893 Eh
Strongest force on any atom: 4.12 eV/Å
Total charge: +1
Energy relative to the best compared isomer or geometry (same formula, charge and spin): 302.67 kJ/mol

Entry 7:
The following is a quantum chemistry calculation of a cluster of 2 separate species, C4H13N2O in total, from the Open Molecules 2025 dataset.

Structure (XYZ):
```
20
Properties=species:S:1:pos:R:3:forces:R:3:mulliken_charge:R:1
C 0.1929 -1.5498 -2.3749 -0.3 0.7 -0.2 -0.6618
C 2.1218 -0.0307 -2.0756 -0.2 -0.3 0.0 -0.0951
N 1.6034 -1.1645 -2.3147 0.2 -0.5 0.0 -0.0139
H -0.0763 -2.0840 -1.4703 0.1 -0.1 0.0 0.2781
H 0.0443 -2.1357 -3.2768 0.1 -0.2 0.1 0.3395
H -0.4145 -0.6526 -2.4605 0.0 0.0 0.2 0.2749
H 1.4882 0.8170 -1.8495 0.0 0.0 -0.1 0.2432
H 3.2033 0.0141 -2.0967 0.0 0.3 0.1 0.3122
H 2.2431 -1.9412 -2.4659 0.1 0.1 0.0 0.3001
C -1.5762 1.3559 3.0133 0.5 0.1 -0.5 -0.8752
N -0.5722 0.5412 2.2737 -0.7 0.2 0.4 -0.4009
C -0.7951 0.6530 0.8591 0.3 -0.1 -0.2 -0.3747
O 0.2928 0.0132 0.1657 -0.1 -0.1 0.1 -0.4062
H -1.2522 2.3953 3.0325 0.1 0.0 0.1 0.2836
H -1.6690 0.9829 4.0270 0.0 0.0 0.0 0.3425
H -2.5477 1.3434 2.5096 -0.1 -0.2 0.2 0.3188
H -0.7300 -0.4182 2.5646 0.1 -0.1 -0.2 0.2165
H -1.7230 0.1818 0.5167 0.0 -0.1 -0.1 0.3198
H -0.8109 1.7060 0.5766 -0.1 0.1 0.1 0.3184
H 0.9774 -0.0270 0.8462 0.1 0.1 0.0 0.2801
```
Forces are in eV/Å.

Calculated values
Kohn-Sham gap: 0.28420 Eh
Strongest force on any atom: 0.85 eV/Å
Total charge: +1
Energy relative to the best compared isomer or geometry (same formula, charge and spin): 266.55 kJ/mol

Entry 8:
The following is a quantum chemistry calculation of a cluster of 2 separate species, C4H13N2O in total, from the Open Molecules 2025 dataset.

Structure (XYZ):
```
20
Properties=species:S:1:pos:R:3:forces:R:3:mulliken_charge:R:1
C 0.6565 1.6468 -0.2440 1.2 -1.3 2.9 -0.5338
C 1.2682 0.6898 -1.2902 0.6 -0.2 -1.3 -0.6002
C 0.6893 -0.6557 -1.0489 -0.4 -2.8 0.0 0.9423
C 0.1028 -1.5183 -2.0802 -0.9 -1.5 3.7 -0.9406
N 0.6278 -1.2226 0.2539 -0.4 -0.5 -4.3 -0.3355
N -0.7836 1.1882 0.2706 0.0 -0.6 -1.5 -0.3833
H 0.5792 2.6690 -0.6263 0.0 -0.2 0.4 0.4021
H 1.3166 1.5258 0.7367 -1.4 0.9 -2.1 0.3556
H 2.4210 0.6258 -1.3256 -1.5 0.3 0.8 0.3803
H 1.0908 0.9909 -2.3572 -0.3 -0.2 1.0 0.4071
H -0.3379 -2.5345 -1.6506 1.0 2.1 -1.2 0.2270
H -0.1092 -1.3816 -3.1118 0.4 0.7 -0.8 0.3551
H 0.0700 -2.1039 0.1481 1.1 0.7 1.1 0.2311
H 1.5144 -1.2848 0.7430 -0.1 0.2 0.7 0.3128
H -1.0032 1.7704 1.0958 -0.3 -0.1 -0.5 0.3941
H -0.8668 0.1276 0.6149 0.3 2.8 -0.8 0.3504
H -1.4529 1.3853 -0.5596 0.8 -0.4 2.1 0.4040
H -1.2152 -0.4379 3.8170 -0.7 -0.2 -0.2 0.3406
H -2.7179 -0.8806 3.5212 1.8 0.6 -0.7 0.3442
O -1.8499 -0.5998 3.0933 -0.9 -0.2 0.6 -0.6532
```
Forces are in eV/Å.

Calculated values
Kohn-Sham gap (spin up / spin down): 0.34103 / 0.22594 Eh
Strongest force on any atom: 4.31 eV/Å
Total charge: +2
Energy relative to the best compared isomer or geometry (same formula, charge and spin): 252.83 kJ/mol
2S+1: 2

Entry 9:
The following is a quantum chemistry calculation of a cluster of 2 separate species, C4H13N2O2 in total, from the Open Molecules 2025 dataset.

Structure (XYZ):
```
21
Properties=species:S:1:pos:R:3:forces:R:3:mulliken_charge:R:1
C -0.0218 0.7283 1.6738 -2.1 0.9 -1.4 -0.5469
C -0.9357 1.5809 0.5898 1.3 -1.8 2.9 -0.6145
C -2.1897 0.7463 0.4651 -0.7 0.1 -1.9 -0.5999
N -2.0063 -0.4696 -0.3494 -0.4 -0.3 0.0 -0.5850
N 1.3052 0.5234 1.1996 0.8 0.3 -0.8 -0.5275
C 1.4772 -0.3178 -0.1019 -1.7 -0.6 2.3 -0.4334
O 1.0238 -1.5750 0.0755 0.5 0.1 -0.7 -0.8481
H -0.0732 1.3068 2.5918 0.5 0.0 0.3 0.4107
H -0.7069 -0.1347 1.8324 1.0 -0.3 0.2 0.3295
H -0.2628 1.7044 -0.2668 -0.9 0.2 -0.1 0.4244
H -1.2621 2.4933 1.1015 0.5 0.3 -0.5 0.2437
H -2.6786 0.5301 1.4384 0.5 0.3 -0.1 0.2965
H -2.8757 1.3917 -0.1061 -0.4 -0.3 0.2 0.3503
H -1.2183 -1.0628 -0.0933 0.7 0.4 0.2 0.2605
H -2.8005 -1.1023 -0.2609 0.0 0.4 -0.1 0.2067
H 1.8736 0.0371 1.8803 -0.1 -0.1 0.1 0.2581
H 0.8433 0.1937 -0.8567 0.7 0.6 0.1 0.0935
H 2.5618 -0.1963 -0.2626 0.0 0.0 -0.5 0.2159
H 0.6074 -0.5183 -2.4671 -0.2 0.4 -0.7 0.4118
H 1.6225 -1.4458 -2.2443 0.4 -0.1 -0.5 0.3724
O 1.3385 -0.8788 -2.9965 -0.3 -0.5 1.1 -0.7189
```
Forces are in eV/Å.

Calculated values
Kohn-Sham gap: 0.26168 Eh
Strongest force on any atom: 3.64 eV/Å
Total charge: -1
Energy relative to the best compared isomer or geometry (same formula, charge and spin): 140.66 kJ/mol

Entry 10:
The following is a quantum chemistry calculation of a structure of composition C4H13N2O2, from the Open Molecules 2025 dataset.

Structure (XYZ):
```
21
Properties=species:S:1:pos:R:3:forces:R:3:mulliken_charge:R:1
C 0.2487 -0.0596 -0.4004 -0.9 0.4 3.1 -0.5467
C -0.6648 0.8484 0.4940 -0.2 -1.9 -1.4 -0.4286
C -2.1105 0.3722 0.4035 -0.4 -1.3 0.1 -0.5097
O -2.4974 0.1070 -0.9287 0.5 0.4 -0.5 -0.5636
N 1.8960 0.7811 -0.2361 -2.4 -0.8 -0.7 -0.5886
C 2.7416 -0.3601 -0.0411 -0.1 -4.5 -0.5 -0.2599
N 4.1475 -0.1051 -0.0484 1.8 0.8 0.1 -0.5038
H 0.5160 -1.0275 0.0159 -0.2 0.2 0.4 0.2878
H -0.2962 -0.3307 -1.3077 0.4 0.7 -0.8 0.4495
H -0.3596 0.6971 1.5130 0.4 0.5 0.5 0.2151
H -0.6553 1.8708 0.1527 0.6 0.4 0.0 0.3601
H -2.2213 -0.5969 0.9246 0.2 0.4 0.3 0.2623
H -2.7797 1.0628 0.9475 0.1 -0.1 -0.4 0.3291
H 1.1335 0.5327 -1.1201 2.7 1.1 0.0 0.2244
H 2.5928 -1.2036 0.7771 -0.6 2.1 0.1 0.1927
H 2.5699 -1.1094 -0.8342 -0.1 0.4 -0.7 0.2223
H 4.8050 -0.7173 0.4901 -1.5 1.3 -0.6 0.1913
H 4.3950 0.8786 -0.0965 0.1 -0.5 0.2 0.1889
H -3.4165 -0.3572 -0.8516 0.0 0.7 1.0 0.3990
H -5.4591 -0.7696 -0.0515 -0.9 -0.3 -0.3 0.1177
O -4.5858 -0.5137 0.1980 0.5 -0.1 0.0 -1.0390
```
Forces are in eV/Å.

Calculated values
Kohn-Sham gap: 0.25247 Eh
Strongest force on any atom: 4.50 eV/Å
Total charge: -1
Energy relative to the best compared isomer or geometry (same formula, charge and spin): 519.61 kJ/mol

What did the fifth record say?
The following is a quantum chemistry calculation of a cluster of 2 separate species, C4H13N2O in total, from the Open Molecules 2025 dataset.

Structure (XYZ):
```
20
Properties=species:S:1:pos:R:3:forces:R:3:mulliken_charge:R:1
C 2.4739 -1.4238 -1.4527 -1.1 2.0 1.2 -1.1339
C 1.1960 -0.5582 -1.2263 0.4 -1.4 -2.1 0.6231
O 0.3786 -0.7467 -0.3381 -0.1 0.2 0.5 -0.6112
N 0.9277 0.2477 -2.2868 -0.5 0.3 0.5 -0.3472
H 2.5519 -1.6376 -2.5103 0.2 -0.4 0.1 0.3794
H 2.3942 -2.2553 -0.7717 0.2 -0.5 -0.2 0.3157
H 0.0104 0.6295 -2.4411 -0.1 0.1 0.4 0.1933
H 1.6052 0.5278 -2.9598 0.5 -0.2 -0.3 0.2042
H 3.2820 -0.7725 -1.1132 0.4 -0.3 -0.2 0.3261
C -1.7107 0.9611 0.9379 0.6 0.4 1.7 -0.1772
C -0.6046 1.3157 1.9739 0.0 -0.3 -1.6 -1.1155
N -1.8822 -0.5584 1.0640 0.0 1.5 0.8 -0.2586
H -2.5799 1.5339 1.2594 -0.5 -0.7 -0.5 0.3824
H -1.4308 1.1935 -0.0797 0.0 -0.1 0.0 0.1764
H 0.3267 0.9517 1.5336 0.2 0.1 0.4 0.2994
H -0.7825 0.8063 2.9195 -0.1 0.3 0.2 0.3613
H -2.4299 -0.7805 1.8958 -0.4 0.0 -0.3 0.3358
H -2.2631 -0.9735 0.2178 0.2 -0.3 0.1 0.3277
H -0.9294 -0.8557 1.2953 0.0 -0.6 -0.9 0.3552
H -0.5335 2.3951 2.0826 -0.1 -0.1 0.2 0.3635
```
Forces are in eV/Å.

Calculated values
Kohn-Sham gap: 0.39822 Eh
Strongest force on any atom: 2.60 eV/Å
Total charge: +1
Energy relative to the best compared isomer or geometry (same formula, charge and spin): 72.68 kJ/mol